1.
{
  "formula": "C11H33FIN12O13PS",
  "method": "ωB97M-V/def2-TZVPD",
  "symbols": ["O", "C", "O", "C", "C", "C", "C", "I", "P", "O", "O", "O", "S", "O", "O", "F", "H", "H", "H", "H", "H", "H", "H", "H", "H", "N", "C", "N", "O", "H", "H", "H", "H", "N", "C", "N", "O", "H", "H", "H", "H", "N", "C", "N", "O", "H", "H", "H", "H", "N", "C", "N", "O", "H", "H", "H", "H", "N", "C", "N", "O", "H", "H", "H", "H", "N", "C", "N", "O", "H", "H", "H", "H"],
  "xyz": [[3.41870, -4.98714, 1.23553], [2.49164, -5.09942, 0.42756], [2.33002, -4.36149, -0.78696], [1.82203, -3.00718, -0.52884], [3.11658, -2.10113, -0.25541], [2.83428, -0.64548, 0.34972], [2.46904, 0.47876, -0.75890], [0.65544, 1.61739, -0.24977], [0.53776, -2.97310, 0.88465], [1.19923, -2.89051, 2.27817], [-0.54502, -4.30497, 0.78633], [-0.47591, -1.59082, 0.80177], [1.07545, -2.49410, -2.19130], [0.33405, -3.70536, -2.71115], [0.19780, -1.29726, -2.09194], [2.27865, -2.18596, -3.33648], [1.68069, -5.88200, 0.66994], [3.86017, -2.61705, 0.43424], [3.67451, -1.93499, -1.25126], [2.07338, -0.60795, 1.19247], [3.83028, -0.29361, 0.81240], [2.42204, -0.00663, -1.78436], [3.30893, 1.26268, -0.76532], [-1.19920, -4.06495, 0.07835], [-0.50769, -1.22701, 1.72329], [-3.13045, 1.59306, 0.62486], [-3.27563, 2.94094, 0.63003], [-3.91712, 3.44714, -0.44557], [-2.85521, 3.64752, 1.54271], [-3.46451, 0.99743, -0.11050], [-2.65666, 1.17977, 1.41157], [-4.04211, 4.44429, -0.47680], [-4.26689, 2.88968, -1.20239], [-1.85129, 5.90761, -4.04220], [-2.07494, 5.34192, -2.82895], [-1.66879, 6.08708, -1.77015], [-2.60073, 4.24676, -2.69895], [-1.42099, 6.80513, -4.16990], [-2.13902, 5.38414, -4.85224], [-1.81703, 5.69976, -0.85156], [-1.23505, 6.98798, -1.85418], [-3.56575, 2.65737, 4.35685], [-4.66940, 2.22034, 5.00797], [-5.81831, 2.29220, 4.28743], [-4.63609, 1.79388, 6.15498], [-3.57274, 3.01151, 3.41358], [-2.69316, 2.62036, 4.85785], [-6.66176, 1.97644, 4.73631], [-5.86696, 2.63836, 3.34652], [4.82317, 0.32861, -4.23407], [5.69995, 0.64921, -3.24951], [6.98363, 0.80295, -3.65957], [5.35965, 0.78863, -2.08356], [5.08204, 0.20962, -5.19629], [3.85958, 0.20599, -3.96881], [7.66407, 1.04135, -2.95712], [7.28369, 0.69316, -4.61079], [-0.21891, 1.59127, 6.53024], [0.69086, 2.09463, 5.65766], [1.47925, 3.07752, 6.16231], [0.79186, 1.69482, 4.50807], [-0.31841, 1.90587, 7.47798], [-0.82301, 0.85981, 6.19270], [2.16669, 3.47628, 5.54476], [1.41239, 3.42028, 7.10297], [-2.31078, -5.78042, -3.81343], [-2.29074, -7.13382, -3.72384], [-1.07342, -7.66522, -3.44312], [-3.28836, -7.82010, -3.88298], [-1.50116, -5.19853, -3.68590], [-3.19537, -5.34756, -4.02051], [-1.01677, -8.66722, -3.36824], [-0.24215, -7.11851, -3.30897]],
  "smiles": "O=CO[C@](CCCI)(P(=O)(O)O)S(=O)(=O)F.NC(N)=O.NC(N)=O.NC(N)=O.NC(N)=O.NC(N)=O.NC(N)=O",
  "molar_mass_g_mol": 750.40,
  "energy_ev": -87387.8260,
  "homo_lumo_gap_ha": 0.27838,
  "e_lumo_ev": -1.2781
}



2.
{
  "formula": "C24H49AlBBeBrCl5LiNO7S2",
  "method": "ωB97M-V/def2-TZVPD",
  "symbols": ["C", "C", "C", "C", "C", "C", "C", "C", "C", "C", "C", "C", "C", "C", "C", "B", "S", "H", "H", "H", "H", "H", "H", "H", "H", "H", "H", "H", "H", "H", "H", "H", "H", "H", "H", "H", "H", "H", "H", "H", "H", "H", "H", "H", "H", "H", "H", "H", "H", "H", "C", "C", "C", "C", "N", "H", "H", "H", "H", "H", "H", "H", "Li", "Br", "Al", "O", "S", "O", "O", "C", "C", "C", "H", "H", "H", "H", "H", "H", "H", "H", "O", "H", "C", "Cl", "Cl", "Cl", "Cl", "C", "O", "O", "O", "Cl", "Be"],
  "xyz": [[7.78839, -0.93966, -0.53387], [7.90276, 0.27720, -1.58859], [7.13320, 1.65674, -1.20716], [5.52753, 1.57533, -0.99253], [4.74631, 2.66230, -1.89995], [3.53157, 3.32573, -1.12451], [2.09316, 2.99408, -1.79880], [0.99305, 3.30824, -0.61617], [-0.50315, 3.13726, -1.09402], [-1.41236, 2.63428, 0.12739], [-2.95876, 2.94581, -0.13720], [-3.65152, 1.78724, -1.02283], [-5.14034, 2.13810, -1.43016], [-6.25824, 1.40505, -0.58194], [-6.14814, -0.17771, -0.57979], [-6.96560, -0.88002, -1.78860], [-6.15766, -0.79091, -3.48762], [8.62631, -1.68665, -0.79759], [6.77962, -1.53718, -0.72910], [7.95704, -0.65414, 0.54102], [7.57082, -0.05951, -2.61231], [9.01001, 0.53765, -1.62683], [7.29820, 2.36365, -2.07972], [7.59306, 2.14690, -0.30279], [5.33557, 1.90610, 0.08101], [5.08058, 0.51228, -1.10337], [4.42283, 2.16917, -2.87049], [5.45557, 3.50747, -2.16564], [3.64697, 4.44817, -1.16320], [3.48052, 2.98594, -0.03489], [1.91749, 3.69466, -2.65953], [2.03217, 1.93238, -2.19354], [1.24205, 4.36322, -0.28064], [1.27862, 2.61366, 0.27204], [-0.89130, 4.15605, -1.40181], [-0.56564, 2.42511, -1.96244], [-1.23822, 1.53913, 0.34526], [-1.13707, 3.23481, 1.04993], [-3.51566, 2.97997, 0.83989], [-3.03046, 3.89918, -0.72747], [-3.04908, 1.76031, -1.98411], [-3.51703, 0.79191, -0.51764], [-5.26264, 1.89113, -2.52108], [-5.27691, 3.25051, -1.24059], [-7.25340, 1.66977, -1.06539], [-6.29592, 1.82464, 0.46354], [-6.55800, -0.62133, 0.37869], [-5.07864, -0.55956, -0.67989], [-8.01967, -1.41382, -1.66899], [-6.90701, 0.05646, -4.29417], [-0.09788, -2.44942, -3.05932], [-1.55086, -2.20003, -2.66618], [-2.25454, -1.19571, -3.58442], [-1.55426, 0.12304, -3.52432], [-1.00741, 1.14610, -3.47751], [0.50261, -1.54019, -2.98242], [0.35274, -3.19093, -2.39750], [-0.02761, -2.82198, -4.08494], [-1.58252, -1.84154, -1.63278], [-2.09508, -3.14759, -2.69441], [-3.29286, -1.06096, -3.26998], [-2.25612, -1.55404, -4.61652], [9.86975, -0.44430, 0.84909], [5.62167, -0.63469, -0.03986], [2.15266, 1.34269, -0.09948], [-1.93305, -1.63518, 0.93070], [-2.13905, -1.22645, 2.29519], [-1.03712, -0.95084, 3.17632], [-3.13161, -2.27149, 3.01201], [-2.78967, -3.66247, 2.98688], [-1.68685, -3.99034, 3.97602], [-3.22860, 0.16522, 2.31372], [-2.51828, -3.97318, 1.97430], [-3.69227, -4.21178, 3.26113], [-0.74374, -3.52442, 3.68182], [-1.52732, -5.06724, 4.03119], [-1.93614, -3.61528, 4.96598], [-4.09018, -0.05036, 1.68306], [-2.68221, 1.02138, 1.92136], [-3.53754, 0.35683, 3.34014], [3.43240, -1.97233, -2.50150], [4.12843, -1.44384, -2.12315], [-4.24563, -5.40334, 6.51570], [-4.80247, -6.44103, 5.18813], [-4.92668, -5.98397, 8.04647], [-2.47416, -5.45063, 6.59784], [-4.77840, -3.73496, 6.22507], [3.35284, -0.78299, 3.20206], [2.52920, -0.00702, 2.68172], [3.24270, -2.03288, 3.26080], [4.44836, -0.41276, 3.76976], [8.93490, 1.68958, 1.87377], [3.16328, 0.68769, 5.17490]],
  "molar_mass_g_mol": 838.71,
  "energy_ev": -203685.3296,
  "total_charge": 1,
  "homo_lumo_gap_ha": 0.12628,
  "e_lumo_ev": -6.5306
}



3.
{
  "formula": "C15H22N4O4S2Se2W",
  "method": "ωB97M-V/def2-TZVPD",
  "symbols": ["W", "O", "C", "C", "C", "C", "C", "C", "C", "O", "N", "N", "C", "S", "C", "C", "S", "H", "H", "H", "H", "H", "H", "H", "H", "H", "C", "Se", "C", "C", "Se", "C", "H", "H", "H", "H", "H", "H", "H", "H", "H", "H", "N", "N", "C", "O", "O", "H", "H", "H"],
  "xyz": [[0.44412, 0.19392, 0.01047], [-1.70457, 2.99342, 0.47026], [-1.77284, 3.17762, 1.82777], [-2.33311, 4.32023, 2.37614], [-2.33545, 4.49996, 3.74910], [-1.76901, 3.54941, 4.59184], [-1.20054, 2.41839, 4.04494], [-1.21032, 2.21267, 2.66195], [-0.56924, 1.01455, 2.12865], [-1.15765, 0.31392, 1.12857], [0.61107, 0.67442, 2.56730], [1.10317, -0.48925, 1.91672], [1.55021, -1.41408, 2.71135], [1.53933, -1.22621, 4.42024], [2.06923, -2.93215, 4.75918], [2.98821, -3.38415, 3.64231], [2.21120, -2.88180, 2.07535], [-1.88782, 3.83779, 0.03971], [-2.76142, 5.07343, 1.72524], [-2.77980, 5.39436, 4.16398], [-1.77209, 3.69461, 5.66223], [-0.75165, 1.66730, 4.68108], [1.18253, -3.55895, 4.83730], [2.58931, -2.92532, 5.71600], [3.09740, -4.46693, 3.61965], [3.96983, -2.91840, 3.70303], [1.37766, -3.02808, -1.57880], [-0.15142, -2.15107, -0.75162], [-1.18495, -1.93098, -2.40263], [-0.79486, -0.69235, -3.17264], [-0.85287, 0.92514, -2.09168], [-2.72416, 0.81281, -1.56422], [1.05450, -4.03854, -1.81449], [2.19416, -3.06266, -0.86406], [1.65697, -2.50290, -2.48956], [-2.23022, -1.93277, -2.10295], [-0.99363, -2.84042, -2.97231], [-1.48287, -0.52923, -4.00307], [0.21420, -0.74668, -3.58062], [-3.30895, 0.72344, -2.47661], [-2.95140, 1.73961, -1.04805], [-2.88836, -0.02249, -0.89044], [2.64523, -0.12859, -0.83318], [2.88721, 1.01315, -1.65011], [2.30619, 2.19295, -1.15996], [2.61785, 3.28240, -1.50321], [1.31359, 1.89576, -0.29604], [3.28653, -0.14855, -0.03647], [2.83680, -0.95031, -1.39595], [3.84199, 1.13223, -1.97049]],
  "molar_mass_g_mol": 728.26,
  "energy_ev": -184236.4140,
  "spin_multiplicity": 3,
  "total_charge": 2,
  "homo_lumo_gap_ha": [0.24845, 0.24229],
  "e_lumo_ev": [-7.0706, -7.2478]
}